Here is a molecular structure, C33H31F9GeNOPtS2Si from the OMol25 dataset. Energies are from ωB97M-V with the def2-TZVPD basis set.

For the energy above the lowest of the compared OMol25 structures with the same formula, charge and spin, the calculation gives 0.00 kcal per mole. The calculation puts the largest force on an atom at 0.87 eV/A. The LUMO energy (spin up / spin down) is -5.39 / -9.17 eV. The molar mass is 988.51 g mol⁻¹.

Geometry as ORCA input:
```
! RIJCOSX wB97M-V def2-TZVPD def2/J DEFGRID3
* xyz 2 6
Pt 0.85 0.27 0.56
C 1.85 2.03 3.61
Si 0.76 0.69 2.89
C 0.87 -0.95 3.78
C -0.96 1.45 3.36
C -1.81 2.06 2.36
C -3.09 2.43 2.69
C -3.51 2.30 4.01
C -2.65 1.76 5.03
C -1.39 1.38 4.72
H 1.71 2.08 4.69
H 1.61 3.01 3.18
H 2.90 1.81 3.40
H 0.91 -0.81 4.87
H 1.78 -1.48 3.48
H 0.01 -1.58 3.55
H -1.45 2.22 1.35
H -3.74 2.85 1.93
H -4.50 2.66 4.29
H -3.01 1.67 6.05
H -0.74 0.97 5.49
C -0.32 -2.83 -5.23
C 0.79 -2.22 -4.63
C 0.74 -1.83 -3.31
C -0.47 -1.97 -2.61
C -1.57 -2.64 -3.18
C -1.49 -3.04 -4.51
Ge -0.66 -1.14 -0.84
C -2.53 -0.70 -0.49
C -3.45 -0.45 -1.51
C -4.80 -0.30 -1.20
C -5.22 -0.36 0.12
C -4.30 -0.55 1.14
C -2.96 -0.71 0.83
C -0.42 -3.06 -0.18
C -1.48 -3.72 0.44
C -1.22 -4.88 1.14
C 0.07 -5.42 1.15
C 1.10 -4.80 0.46
C 0.86 -3.63 -0.23
H -0.25 -3.17 -6.25
H 1.70 -2.06 -5.20
H 1.60 -1.36 -2.84
H -2.46 -2.83 -2.61
H -2.33 -3.54 -4.96
H -3.12 -0.36 -2.54
H -5.51 -0.13 -2.00
H -6.27 -0.24 0.35
H -4.63 -0.59 2.17
H -2.24 -0.87 1.64
H -2.49 -3.32 0.41
H -2.03 -5.38 1.67
H 0.25 -6.35 1.67
H 2.10 -5.24 0.45
H 1.66 -3.16 -0.79
S 3.03 -0.72 0.01
C 4.36 0.14 -0.61
N 4.35 1.31 -1.19
C 5.65 1.90 -1.51
C 6.65 0.74 -1.57
S 5.93 -0.57 -0.51
H 3.50 1.84 -1.29
H 5.93 2.62 -0.74
H 5.59 2.42 -2.47
H 7.62 1.01 -1.16
H 6.77 0.34 -2.57
F 0.68 3.13 -3.52
C 0.62 2.26 -2.53
F -0.26 1.31 -2.84
F 1.83 1.63 -2.47
C 0.27 2.89 -1.15
O -0.18 1.95 -0.27
C 1.51 3.65 -0.59
F 1.16 4.45 0.41
F 2.15 4.36 -1.52
F 2.41 2.77 -0.09
C -0.89 3.93 -1.37
F -0.44 5.07 -1.88
F -1.81 3.42 -2.19
F -1.48 4.19 -0.20
*
```

Calculated atomic charges, method Löwdin, unit e: Pt 0.686; C -0.176; Si 0.447; C -0.208; C -0.155; C -0.015; C -0.026; C 0.057; C 0.008; C -0.045; H 0.048; H 0.038; H 0.043; H 0.042; H 0.034; H 0.032; H 0.080; H 0.132; H 0.134; H 0.131; H 0.121; C -0.018; C -0.039; C -0.090; C -0.272; C -0.068; C -0.037; Ge 0.932; C -0.327; C -0.095; C -0.053; C -0.059; C -0.081; C -0.153; C -0.233; C -0.067; C -0.042; C -0.029; C -0.045; C -0.097; H 0.123; H 0.119; H 0.092; H 0.113; H 0.122; H 0.107; H 0.116; H 0.114; H 0.110; H 0.092; H 0.106; H 0.120; H 0.121; H 0.120; H 0.072; S 0.604; C -1.048; N -0.027; C -0.168; C -0.368; S 1.003; H 0.095; H 0.134; H 0.136; H 0.091; H 0.088; F 0.211; C -0.544; F 0.156; F 0.115; C -0.299; O -0.302; C -0.541; F 0.197; F 0.195; F 0.087; C -0.556; F 0.199; F 0.189; F 0.171

Here is C4H7IN3P in the gas phase in a non-equilibrium geometry from the OMol25 dataset. Energies are from ωB97M-V with the def2-TZVPD basis set.

For the energy above the lowest of the compared OMol25 structures with the same formula, charge and spin, the calculation gives 14.52 kcal per mole. Its SMILES is Cn1nccc1NPI. The calculation puts the largest force on an atom at 4.05 eV/A. The LUMO energy is 0.06 eV. The molar mass is 255.00 g mol⁻¹.

Geometry as ORCA input:
```
! RIJCOSX wB97M-V def2-TZVPD def2/J DEFGRID3
* xyz 0 1
C 1.80 -0.36 -0.31
N 0.78 0.45 0.24
N 1.14 1.66 0.51
C 0.09 2.43 0.47
C -1.01 1.76 -0.03
C -0.52 0.46 -0.19
N -1.27 -0.65 -0.52
P -2.67 -1.13 0.73
I -4.37 0.24 -0.13
H 1.63 -0.39 -1.35
H 2.87 0.03 0.06
H 1.81 -1.32 0.18
H 0.16 3.48 0.80
H -2.08 2.00 0.03
H -0.57 -1.40 -0.61
H -3.05 -2.28 -0.15
*
```

Calculated atomic charges, method natural (NBO), unit e: C -0.425; N -0.190; N -0.281; C -0.045; C -0.374; C 0.273; N -0.856; P 0.524; I -0.079; H 0.206; H 0.249; H 0.201; H 0.207; H 0.231; H 0.375; H -0.019

Here is 3 unconnected molecules or ions with the total composition C20H20NO4 from the OMol25 dataset. Energies are from ωB97M-V with the def2-TZVPD basis set.

The calculation puts the largest force on an atom at 0.65 eV/A. The LUMO energy is -4.10 eV. The molar mass is 338.38 g mol⁻¹.

Geometry as ORCA input:
```
! RIJCOSX wB97M-V def2-TZVPD def2/J DEFGRID3
* xyz 1 1
C 1.69 0.83 1.64
C 1.14 1.56 0.40
C 0.12 2.64 0.74
C -1.29 2.16 0.97
C -1.66 0.82 1.01
C -2.98 0.46 1.26
C -3.93 1.44 1.44
N -3.56 2.73 1.38
C -2.29 3.11 1.15
H 2.73 0.58 1.42
H 1.69 1.48 2.51
H 1.16 -0.09 1.84
H 1.98 2.05 -0.07
H 0.75 0.85 -0.33
H 0.44 3.12 1.67
H 0.13 3.43 0.00
H -0.92 0.06 0.86
H -3.21 -0.59 1.30
H -4.97 1.22 1.62
H -4.26 3.45 1.52
H -2.08 4.16 1.11
C 5.29 2.76 -2.02
C 5.64 3.04 -3.28
C 5.58 2.00 -4.34
O 5.90 2.24 -5.48
C 5.12 0.64 -3.94
C 4.77 0.37 -2.69
C 4.83 1.41 -1.63
O 4.50 1.16 -0.49
H 5.33 3.50 -1.23
H 5.98 4.02 -3.58
H 5.09 -0.10 -4.73
H 4.43 -0.61 -2.38
C -3.76 -5.55 2.14
C -2.92 -4.53 2.28
C -2.69 -3.56 1.18
O -1.91 -2.63 1.32
C -3.43 -3.77 -0.09
C -4.27 -4.79 -0.23
C -4.51 -5.76 0.87
O -5.28 -6.68 0.74
H -3.95 -6.26 2.93
H -2.37 -4.35 3.20
H -3.24 -3.06 -0.88
H -4.82 -4.96 -1.15
*
```

Calculated atomic charges, method natural (NBO), unit e: C -0.620; C -0.409; C -0.433; C -0.010; C -0.086; C -0.213; C 0.061; N -0.414; C 0.092; H 0.249; H 0.204; H 0.203; H 0.235; H 0.204; H 0.236; H 0.235; H 0.261; H 0.270; H 0.245; H 0.446; H 0.238; C -0.235; C -0.218; C 0.470; O -0.465; C -0.219; C -0.234; C 0.483; O -0.520; H 0.231; H 0.239; H 0.238; H 0.232; C -0.207; C -0.241; C 0.492; O -0.551; C -0.250; C -0.203; C 0.466; O -0.450; H 0.243; H 0.237; H 0.227; H 0.241

Here is a molecular structure, C34H43AsOSSb2Y from the OMol25 dataset. Energies are from ωB97M-V with the def2-TZVPD basis set.

For the energy above the lowest of the compared OMol25 structures with the same formula, charge and spin, the calculation gives 11.99 kcal per mole. The calculation puts the largest force on an atom at 0.21 eV/A. The LUMO energy is -8.82 eV. The molar mass is 907.13 g mol⁻¹.

Geometry as ORCA input:
```
! RIJCOSX wB97M-V def2-TZVPD def2/J DEFGRID3
* xyz 3 1
Y 0.26 -0.04 -0.49
C 2.12 4.01 0.83
Sb 0.39 2.78 0.90
C -1.10 4.09 0.15
C -0.02 2.75 3.02
C -1.50 2.77 3.29
C -2.13 4.02 3.35
C -3.48 4.14 3.60
C -4.24 2.99 3.83
C -3.62 1.76 3.79
C -2.26 1.62 3.53
C -1.67 0.24 3.56
Sb -1.88 -0.81 1.70
C -1.97 -2.84 2.33
C -3.90 -0.42 1.19
H 2.89 3.60 1.47
H 1.83 5.00 1.18
H 2.48 4.08 -0.19
H -1.06 5.03 0.70
H -2.08 3.65 0.26
H -0.89 4.28 -0.91
H 0.46 3.64 3.41
H 0.49 1.89 3.44
H -1.53 4.91 3.22
H -3.94 5.12 3.66
H -5.29 3.07 4.05
H -4.21 0.87 4.02
H -2.21 -0.39 4.27
H -0.62 0.22 3.85
H -2.76 -2.92 3.07
H -1.02 -3.14 2.77
H -2.20 -3.48 1.48
H -4.53 -0.83 1.98
H -4.14 -0.90 0.25
H -4.05 0.65 1.12
C -4.56 0.75 -6.02
C -4.85 0.97 -4.68
C -3.83 0.92 -3.73
C -2.53 0.66 -4.15
C -2.23 0.43 -5.50
C -3.26 0.48 -6.43
As -1.15 0.68 -2.84
C 0.00 2.19 -3.22
C -0.53 3.34 -3.79
C 0.26 4.47 -3.92
C 1.57 4.47 -3.47
C 2.11 3.33 -2.89
C 1.32 2.19 -2.76
C 0.08 -0.81 -3.16
C 1.17 -0.80 -4.03
C 1.92 -1.95 -4.22
C 1.61 -3.12 -3.53
C 0.54 -3.15 -2.65
C -0.22 -2.00 -2.46
H -5.35 0.78 -6.75
H -5.86 1.18 -4.37
H -4.06 1.09 -2.69
H -1.22 0.23 -5.81
H -3.04 0.30 -7.47
H -1.55 3.34 -4.16
H -0.15 5.36 -4.39
H 2.19 5.35 -3.59
H 3.14 3.31 -2.57
H 1.80 1.27 -2.39
H 1.41 0.10 -4.58
H 2.75 -1.94 -4.92
H 2.20 -4.02 -3.71
H 0.28 -4.07 -2.14
H -1.12 -2.05 -1.84
O 2.16 -0.90 -0.12
S 3.55 -1.47 -0.58
C 4.69 -0.90 0.72
C 5.17 -2.14 1.48
C 4.01 -3.13 1.46
C 3.56 -3.18 0.01
H 4.07 -0.24 1.34
H 5.48 -0.32 0.25
H 5.46 -1.86 2.49
H 6.04 -2.57 0.99
H 3.20 -2.80 2.11
H 4.32 -4.13 1.79
H 2.57 -3.59 -0.18
H 4.28 -3.69 -0.63
*
```

Calculated atomic charges, method Löwdin, unit e: Y 1.043; C -0.275; Sb 1.309; C -0.270; C -0.291; C -0.298; C -0.054; C -0.043; C -0.044; C -0.053; C -0.296; C -0.294; Sb 1.295; C -0.293; C -0.283; H 0.019; H 0.033; H -0.011; H 0.028; H 0.018; H 0.000; H 0.079; H 0.049; H 0.121; H 0.121; H 0.121; H 0.120; H 0.081; H 0.054; H 0.029; H 0.014; H 0.014; H 0.031; H 0.012; H 0.013; C -0.032; C -0.049; C -0.113; C -0.412; C -0.089; C -0.042; As 1.277; C -0.412; C -0.083; C -0.033; C -0.037; C -0.076; C -0.189; C -0.464; C -0.074; C -0.022; C -0.035; C -0.056; C -0.211; H 0.125; H 0.121; H 0.096; H 0.108; H 0.123; H 0.115; H 0.127; H 0.126; H 0.119; H 0.070; H 0.120; H 0.131; H 0.129; H 0.127; H 0.097; O -0.731; S 1.078; C -0.273; C -0.197; C -0.205; C -0.295; H 0.101; H 0.105; H 0.135; H 0.131; H 0.121; H 0.136; H 0.096; H 0.117

Here is C4H8O in the gas phase in a non-equilibrium geometry from the OMol25 dataset. Energies are from ωB97M-V with the def2-TZVPD basis set.

For the energy above the lowest of the compared OMol25 structures with the same formula, charge and spin, the calculation gives 50.51 kcal per mole. Its SMILES is COC1CC1. The calculation puts the largest force on an atom at 3.64 eV/A. The LUMO energy is 1.22 eV. The molar mass is 72.11 g mol⁻¹.

Geometry as ORCA input:
```
! RIJCOSX wB97M-V def2-TZVPD def2/J DEFGRID3
* xyz 0 1
C -1.45 0.69 1.27
O -0.86 0.57 0.01
C 0.57 0.19 -0.01
C 0.88 -1.22 -0.17
C 1.02 -0.29 -1.32
H -1.37 -0.26 1.87
H -0.74 1.40 1.89
H -2.51 0.98 1.12
H 1.15 1.01 0.40
H 1.80 -1.64 0.12
H 0.01 -1.94 -0.30
H 2.03 -0.01 -1.65
H 0.34 -0.35 -2.20
*
```

Calculated atomic charges, method natural (NBO), unit e: C -0.247; O -0.544; C 0.058; C -0.450; C -0.432; H 0.162; H 0.156; H 0.203; H 0.201; H 0.220; H 0.236; H 0.209; H 0.227

Here is C4H2BrP in the gas phase in a non-equilibrium geometry from the OMol25 dataset. Energies are from ωB97M-V with the def2-TZVPD basis set.

For the energy above the lowest of the compared OMol25 structures with the same formula, charge and spin, the calculation gives 28.43 kcal per mole. Its SMILES is C#CP=C=CBr. The calculation puts the largest force on an atom at 3.45 eV/A. The LUMO energy is -1.05 eV. The molar mass is 160.94 g mol⁻¹.

Geometry as ORCA input:
```
! RIJCOSX wB97M-V def2-TZVPD def2/J DEFGRID3
* xyz 0 1
C -1.62 1.75 -0.54
C -1.43 0.97 0.32
P -0.53 0.20 1.67
C 0.57 -0.50 0.69
C 1.01 -1.52 0.03
Br 2.92 -0.77 -0.52
H -1.65 2.40 -1.35
H 0.71 -2.52 -0.29
*
```

Calculated atomic charges, method natural (NBO), unit e: C -0.156; C -0.389; P 0.765; C -0.432; C -0.192; Br -0.087; H 0.232; H 0.260

Which value of largest force on an atom does entry 3 give? 0.65 eV/A